Entry 1:
ORCA calculation (ωB97M-V/def2-TZVPD) on C26H21CoN3O4S2 as an isolated structure.

* charge: -1
* frontier orbital gap (alpha / beta): 7.2507 / 6.0881 eV
* multiplicity: 5
* HOMO energy (alpha / beta): -4.5 / -4.5 eV
* lowest unoccupied orbital energy (alpha / beta): 2.72 / 1.59 eV

CARTESIAN COORDINATES (ANGSTROEM)
Co: -0.156 -0.172 -0.600
C: 2.844 1.569 -3.188
O: 3.987 0.965 -2.579
C: 3.961 0.416 -1.322
C: 5.208 0.193 -0.771
C: 5.362 -0.368 0.496
C: 4.238 -0.691 1.221
C: 2.962 -0.473 0.694
C: 1.826 -0.824 1.540
N: 0.606 -0.685 1.214
N: -0.348 -1.077 2.164
C: -1.533 -0.959 1.631
O: -1.797 -0.557 0.444
C: -2.706 -1.339 2.480
C: -2.552 -2.111 3.626
C: -3.660 -2.460 4.383
C: -4.927 -2.031 4.003
C: -5.080 -1.255 2.863
C: -3.971 -0.915 2.099
C: 2.792 0.061 -0.599
O: 1.610 0.244 -1.137
H: 3.228 2.022 -4.102
H: 2.414 2.343 -2.550
H: 2.075 0.841 -3.429
H: 6.069 0.474 -1.365
H: 6.352 -0.533 0.901
H: 4.325 -1.120 2.213
H: 2.031 -1.247 2.525
H: -1.556 -2.430 3.905
H: -3.538 -3.068 5.271
H: -5.794 -2.311 4.590
H: -6.065 -0.917 2.565
H: -4.066 -0.324 1.198
O: -1.062 0.279 -2.300
N: -0.980 1.508 -2.796
C: -1.127 1.606 -4.135
C: -1.066 2.808 -4.778
C: -0.852 3.958 -4.004
C: -0.714 3.842 -2.651
C: -0.768 2.588 -1.986
S: -0.588 2.400 -0.315
H: -1.289 0.656 -4.620
H: -1.184 2.846 -5.851
H: -0.796 4.932 -4.474
H: -0.550 4.708 -2.025
S: 0.232 -2.468 -1.417
C: -1.332 -3.257 -1.204
C: -1.743 -3.736 0.045
C: -2.972 -4.355 0.209
C: -3.822 -4.529 -0.876
C: -3.420 -4.079 -2.127
C: -2.193 -3.451 -2.288
H: -1.079 -3.609 0.890
H: -3.267 -4.703 1.193
H: -4.787 -5.004 -0.747
H: -4.071 -4.212 -2.984
H: -1.884 -3.087 -3.260

Forces on atoms 1 to 3 (eV/Å):
Co -0.026 -0.038 -0.537
C 0.124 -0.027 0.189
O -0.116 -0.134 -0.053

Löwdin population analysis, charges in e, atoms 1 to 8:
1 Co 0.560
2 C -0.068
3 O -0.085
4 C -0.199
5 C -0.024
6 C -0.111
7 C -0.074
8 C -0.134

Entry 2:
ORCA calculation (ωB97M-V/def2-TZVPD) on a 4-piece molecular cluster, C24H60N4O8 overall in a non-equilibrium geometry.

* frontier orbital gap: 9.1725 eV
* multiplicity: 1
* HOMO energy: -8.4 eV
* lowest unoccupied orbital energy: 0.77 eV
* SMILES: COCCNCCOC.COCCNCCOC.COCCNCCOC.COCCNCCOC

CARTESIAN COORDINATES (ANGSTROEM)
C: 0.340 -5.312 -1.185
O: 1.560 -4.579 -1.074
C: 1.528 -3.487 -0.190
C: 0.316 -2.584 -0.348
N: 0.333 -1.407 0.547
C: 1.521 -0.562 0.383
C: 1.438 0.593 1.346
O: 0.442 1.474 0.847
C: 0.371 2.694 1.563
H: -0.042 -5.462 -0.174
H: 0.566 -6.247 -1.690
H: -0.328 -4.750 -1.843
H: 2.378 -2.870 -0.472
H: 1.569 -3.805 0.861
H: -0.646 -3.079 -0.184
H: 0.207 -2.266 -1.404
H: -0.407 -0.813 0.182
H: 1.592 -0.133 -0.630
H: 2.438 -1.131 0.536
H: 2.372 1.158 1.446
H: 1.137 0.190 2.324
H: 1.346 3.035 1.923
H: -0.293 2.535 2.424
H: -0.085 3.445 0.921
C: 3.939 -2.111 4.138
O: 5.275 -2.135 3.711
C: 5.528 -1.470 2.481
C: 5.194 -0.003 2.471
N: 6.136 0.733 3.322
C: 5.720 2.028 3.825
C: 5.600 3.070 2.727
O: 4.500 2.786 1.876
C: 4.728 3.183 0.550
H: 3.566 -1.100 4.338
H: 3.875 -2.662 5.077
H: 3.244 -2.604 3.443
H: 5.009 -1.976 1.656
H: 6.599 -1.613 2.324
H: 4.145 0.125 2.748
H: 5.411 0.321 1.450
H: 6.477 0.112 4.042
H: 6.544 2.351 4.467
H: 4.793 1.996 4.418
H: 6.554 3.118 2.195
H: 5.391 4.027 3.223
H: 4.910 4.262 0.463
H: 3.871 2.918 -0.068
H: 5.598 2.675 0.107
C: -4.598 -9.088 -5.713
O: -4.570 -7.778 -5.202
C: -4.644 -7.735 -3.786
C: -3.288 -7.883 -3.151
N: -3.341 -7.843 -1.719
C: -2.095 -7.743 -1.042
C: -2.297 -7.887 0.456
O: -3.361 -7.095 0.882
C: -3.696 -7.314 2.236
H: -3.732 -9.667 -5.381
H: -4.598 -9.039 -6.803
H: -5.534 -9.613 -5.477
H: -5.340 -8.502 -3.419
H: -5.100 -6.771 -3.549
H: -2.656 -7.051 -3.524
H: -2.749 -8.762 -3.522
H: -4.097 -7.369 -1.257
H: -1.515 -6.823 -1.224
H: -1.398 -8.539 -1.335
H: -1.353 -7.592 0.952
H: -2.381 -8.959 0.692
H: -4.123 -8.322 2.362
H: -4.461 -6.585 2.480
H: -2.801 -7.313 2.866
C: -1.958 5.827 2.073
O: -1.686 6.624 0.931
C: -2.801 7.408 0.508
C: -2.332 8.376 -0.535
N: -2.167 7.725 -1.826
C: -1.697 8.604 -2.874
C: -2.719 9.667 -3.269
O: -2.277 10.915 -2.761
C: -3.136 11.978 -3.095
H: -0.993 5.588 2.510
H: -2.440 4.892 1.749
H: -2.650 6.311 2.766
H: -3.305 7.917 1.341
H: -3.536 6.690 0.117
H: -1.394 8.849 -0.200
H: -3.038 9.212 -0.563
H: -1.596 6.904 -1.681
H: -1.448 7.963 -3.722
H: -0.786 9.176 -2.626
H: -3.713 9.456 -2.858
H: -2.773 9.734 -4.363
H: -4.189 11.675 -3.117
H: -2.908 12.375 -4.092
H: -2.984 12.738 -2.332

Forces on atoms 1 to 3 (eV/Å):
C 0.915 0.813 -0.018
O 0.100 -0.376 -0.365
C -0.659 0.434 -0.060

Löwdin population analysis, charges in e, atoms 1 to 8:
1 C -0.116
2 O -0.184
3 C -0.235
4 C -0.228
5 N -0.046
6 C -0.220
7 C -0.233
8 O -0.196

Entry 3:
ORCA calculation (ωB97M-V/def2-TZVPD) on C27H50P2Tc as an isolated structure in a non-equilibrium geometry.

* charge: +2
* frontier orbital gap (alpha / beta): 7.9325 / 4.6232 eV
* multiplicity: 4
* HOMO energy (alpha / beta): -13.4 / -13.4 eV
* lowest unoccupied orbital energy (alpha / beta): -5.49 / -8.80 eV

CARTESIAN COORDINATES (ANGSTROEM)
Tc: -0.858 0.671 1.591
C: -0.166 2.348 2.840
C: -1.119 2.815 1.852
C: -2.202 1.276 3.235
C: -0.815 1.391 3.678
C: -2.384 2.165 2.132
C: 1.236 2.853 3.000
H: 1.632 3.231 2.053
H: 1.904 2.066 3.360
H: 1.269 3.679 3.723
C: -0.227 0.654 4.841
H: 0.865 0.710 4.830
H: -0.509 -0.402 4.807
H: -0.578 1.076 5.792
C: -3.235 0.406 3.880
H: -3.698 0.914 4.737
H: -2.783 -0.526 4.235
H: -4.027 0.145 3.173
C: -3.678 2.447 1.431
H: -4.253 3.209 1.974
H: -4.297 1.548 1.360
H: -3.507 2.824 0.419
C: -0.899 3.931 0.876
H: -1.206 4.898 1.298
H: -1.473 3.773 -0.041
H: 0.156 4.011 0.598
C: 3.391 -1.420 -3.926
C: 3.630 -0.103 -3.912
C: 3.315 0.952 -4.939
C: 2.263 0.604 -6.015
C: 0.913 0.259 -5.434
C: 0.477 -0.915 -4.964
C: 1.176 -2.247 -4.876
C: 2.716 -2.249 -4.992
H: 4.248 1.254 -5.440
H: 2.637 -0.195 -6.659
H: 2.974 1.847 -4.400
H: 3.016 -1.933 -5.993
H: 3.696 -1.977 -3.040
H: 4.129 0.288 -3.025
H: 3.052 -3.287 -4.889
H: 0.901 -2.701 -3.914
H: -0.543 -0.933 -4.578
H: 0.762 -2.920 -5.643
H: 2.149 1.483 -6.660
H: 0.218 1.097 -5.367
P: 0.974 0.130 0.354
C: 2.342 -0.919 0.991
C: 1.899 1.396 -0.614
P: -1.538 -0.077 -0.448
C: 0.073 -0.867 -0.929
C: -1.911 1.083 -1.830
C: -2.848 -1.346 -0.667
H: 1.903 -1.643 1.682
H: 3.046 -0.287 1.542
H: 2.873 -1.433 0.183
H: 2.397 0.951 -1.482
H: 2.654 1.858 0.028
H: 1.211 2.176 -0.949
H: -2.773 -1.848 -1.637
H: -3.827 -0.862 -0.585
H: -2.743 -2.067 0.147
H: 0.049 -1.907 -0.586
H: 0.402 -0.815 -1.972
H: -2.959 1.394 -1.765
H: -1.742 0.612 -2.805
H: -1.285 1.974 -1.742
C: -1.147 -2.859 4.368
C: -0.333 -2.321 3.156
C: 0.169 -3.614 2.446
C: -1.208 -1.433 2.192
H: -1.993 -3.487 4.011
H: -1.592 -2.112 5.037
H: -0.495 -3.491 5.010
H: 0.561 -1.752 3.476
H: -0.690 -4.249 2.137
H: 0.747 -3.407 1.527
H: 0.819 -4.205 3.126
H: -1.020 -1.949 1.258
H: -2.287 -1.641 2.333

Forces on atoms 1 to 3 (eV/Å):
Tc -0.440 -2.703 1.626
C -0.118 0.622 0.063
C -0.470 1.042 1.241

Löwdin population analysis, charges in e, atoms 1 to 8:
1 Tc 1.190
2 C -0.301
3 C -0.303
4 C -0.284
5 C -0.276
6 C -0.299
7 C -0.007
8 H 0.075

Entry 4:
ORCA calculation (ωB97M-V/def2-TZVPD) on one molecule with the formula C10H19P in a non-equilibrium geometry.

* frontier orbital gap: 9.2696 eV
* multiplicity: 1
* HOMO energy: -8.3 eV
* lowest unoccupied orbital energy: 1.01 eV
* SMILES: CC(C)P(C)C1=CCCCC1

CARTESIAN COORDINATES (ANGSTROEM)
C: 0.251 -0.840 -1.540
C: -0.381 -0.818 -0.391
C: 1.291 -1.913 -1.982
C: -0.025 -1.727 0.782
C: 1.336 -2.996 -0.901
C: 1.353 -2.437 0.469
C: -1.140 3.297 0.611
C: 0.450 2.278 -1.136
C: -2.185 0.224 1.549
C: -0.373 2.000 0.083
P: -1.624 0.645 -0.202
H: 0.056 -0.076 -2.371
H: 1.250 -2.189 -3.057
H: 2.233 -1.350 -2.020
H: -0.172 -1.379 1.800
H: -0.898 -2.407 0.839
H: 0.366 -3.558 -1.101
H: 2.283 -3.597 -0.903
H: 2.188 -1.752 0.650
H: 1.437 -3.160 1.202
H: -2.215 3.383 0.325
H: -1.202 3.048 1.714
H: -0.580 4.205 0.387
H: -0.251 2.088 -2.004
H: 1.258 1.505 -1.335
H: 0.922 3.262 -1.253
H: -2.990 0.742 1.923
H: -1.390 0.405 2.245
H: -2.328 -0.925 1.541
H: 0.312 1.645 0.839

Forces on atoms 1 to 3 (eV/Å):
C 0.802 -0.567 -3.352
C -0.886 1.973 1.750
C 0.544 1.886 0.707

Löwdin population analysis, charges in e, atoms 1 to 8:
1 C -0.168
2 C -0.382
3 C -0.187
4 C -0.189
5 C -0.228
6 C -0.204
7 C -0.114
8 C -0.174

Entry 5:
ORCA calculation (ωB97M-V/def2-TZVPD) on C28H28Cl5GeN2O4PdSb as an isolated structure in a non-equilibrium geometry.

* charge: +1
* frontier orbital gap (alpha / beta): 5.1837 / 5.9574 eV
* multiplicity: 2
* HOMO energy (alpha / beta): -11.5 / -12.0 eV
* lowest unoccupied orbital energy (alpha / beta): -6.30 / -6.04 eV

CARTESIAN COORDINATES (ANGSTROEM)
Pd: -1.467 -0.247 -0.274
C: -2.411 -4.161 -0.345
C: -3.436 -3.075 -0.338
N: -3.210 -1.776 -0.370
C: -4.438 -1.158 -0.319
C: -5.424 -2.091 -0.251
N: -4.772 -3.288 -0.263
C: -6.906 -2.092 -0.097
O: -7.495 -0.920 -0.048
O: -7.478 -3.151 -0.009
C: -4.503 0.315 -0.426
O: -5.575 0.905 -0.308
O: -3.366 0.922 -0.653
H: -1.423 -3.721 -0.305
H: -2.480 -4.762 -1.254
H: -2.542 -4.827 0.511
H: -5.272 -4.166 -0.247
H: -6.834 -0.193 -0.137
Cl: -1.640 -1.475 2.324
C: -2.257 0.034 3.065
Cl: -1.868 1.408 2.015
H: -1.774 0.170 4.018
H: -3.328 -0.049 3.151
Cl: -0.404 -1.661 -2.201
Ge: -1.844 0.096 -2.747
Cl: -3.532 -1.003 -3.413
Cl: -0.883 0.670 -4.532
C: 1.811 -3.197 -0.362
C: 2.990 -2.248 -0.337
C: 4.282 -2.762 -0.478
C: 5.399 -1.938 -0.452
C: 5.258 -0.565 -0.265
C: 3.988 -0.026 -0.123
C: 2.870 -0.863 -0.177
Sb: 1.071 0.225 0.083
C: 1.560 1.116 1.955
C: 1.318 0.227 3.013
C: 1.614 0.577 4.320
C: 2.158 1.830 4.577
C: 2.421 2.696 3.531
C: 2.141 2.368 2.197
C: 2.500 3.396 1.145
C: 1.331 1.598 -1.542
C: 2.263 1.225 -2.512
C: 2.466 2.014 -3.638
C: 1.711 3.158 -3.815
C: 0.763 3.518 -2.865
C: 0.548 2.759 -1.717
C: -0.474 3.247 -0.711
H: 2.111 -4.193 -0.034
H: 1.408 -3.291 -1.370
H: 1.007 -2.856 0.293
H: 4.408 -3.835 -0.608
H: 6.389 -2.370 -0.565
H: 6.128 0.081 -0.225
H: 3.877 1.049 0.027
H: 0.908 -0.756 2.819
H: 1.427 -0.123 5.128
H: 2.390 2.126 5.595
H: 2.868 3.666 3.739
H: 1.845 4.268 1.217
H: 2.441 3.012 0.137
H: 3.519 3.755 1.306
H: 2.851 0.327 -2.386
H: 3.207 1.725 -4.374
H: 1.850 3.770 -4.698
H: 0.168 4.416 -3.015
H: -0.650 4.318 -0.833
H: -0.136 3.087 0.310
H: -1.440 2.764 -0.834

Forces on atoms 1 to 3 (eV/Å):
Pd -0.020 -0.114 -0.854
C -0.323 0.005 -0.020
C -0.137 -0.073 0.080

Löwdin population analysis, charges in e, atoms 1 to 8:
1 Pd 0.323
2 C 0.005
3 C -0.353
4 N 0.010
5 C -0.198
6 C -0.070
7 N 0.198
8 C -0.473